A 11-piece molecular cluster, C33H65BrIN22O16S2 overall. Source: the Open Molecules 2025 dataset; level of theory: the ωB97M-V functional and the def2-TZVPD basis.

```
140
Properties=species:S:1:pos:R:3:forces:R:3:lowdin_charge:R:1
C 2.590628 -2.690008 0.510873 0.76 0.39 -0.33 -0.08
C 2.729707 -1.425098 -0.315235 -0.20 -0.22 -0.66 -0.22
N 1.454110 -1.002648 -0.964365 0.31 0.41 0.69 -0.07
C 0.538199 -0.507874 0.089469 0.04 -0.09 -0.20 -0.17
C -0.574304 0.413296 -0.402944 -0.38 -0.35 0.12 -0.08
C -1.886902 -0.122423 -0.961624 -0.33 0.31 -0.14 -0.04
C -2.923463 0.816049 -1.106916 0.18 0.31 -0.28 -0.10
C -2.751772 2.261307 -0.686750 -0.51 -0.32 0.43 -0.14
C -3.330760 2.476282 0.738628 -0.06 -0.39 0.15 -0.29
C -4.479644 3.462661 0.722278 0.35 -0.18 0.10 -0.65
I -5.243498 3.802677 2.699895 0.06 0.17 -0.11 0.74
C -4.155660 0.457688 -1.655363 -0.02 -0.09 -0.23 -0.25
O -5.121599 1.420210 -1.824566 -0.04 -0.30 0.26 0.01
C -4.404310 -0.858131 -2.058738 0.37 0.06 -0.29 -0.21
S -5.964264 -1.375981 -2.764578 -1.11 -0.52 1.01 0.62
C -5.571664 -2.179714 -4.308951 0.16 -0.22 -0.33 -0.18
O -6.835942 -0.264246 -3.056598 0.65 0.43 -0.61 -0.32
O -6.523938 -2.367173 -1.893855 0.24 -0.13 0.03 -0.30
C -3.370532 -1.795151 -1.912593 -0.16 -0.38 0.08 -0.37
C -2.136260 -1.430301 -1.371129 -0.02 0.10 0.18 -0.19
N -1.118483 -2.418370 -1.218277 -0.14 -0.35 -0.30 0.05
C -1.593057 -3.599999 -0.571377 -0.10 -0.61 0.54 -0.25
C -0.933508 -4.124160 0.535835 -0.14 -0.02 0.13 0.00
C -1.394211 -5.285216 1.141439 -0.19 -0.03 -0.21 -0.13
C -2.501112 -5.950744 0.621845 0.41 0.66 -0.15 -0.59
Br -3.037442 -7.558742 1.484017 -0.22 -0.01 -0.03 0.81
C -3.192398 -5.453173 -0.476039 0.04 -0.12 0.02 -0.17
C -4.405843 -6.168555 -1.067549 -0.68 -0.02 0.12 -0.81
O -5.498582 -5.766348 -0.651899 -0.12 0.20 0.28 -0.01
O -4.148422 -7.059179 -1.887459 0.53 -0.37 -0.47 -0.04
C -2.723490 -4.264987 -1.036647 0.15 0.29 0.00 -0.35
S -3.557279 -3.497921 -2.408739 0.06 -0.06 0.10 1.10
C 1.811494 0.056682 -1.861308 -0.35 0.11 0.21 -0.51
C 2.308275 1.390420 -1.324978 -0.38 -0.91 0.33 0.00
O 1.708449 -0.102457 -3.042854 0.09 -0.13 -0.92 0.10
H 3.478518 -2.774190 1.130604 0.03 -0.05 0.24 0.07
H 1.737415 -2.714097 1.168054 -0.15 -0.02 0.06 0.03
H 2.616637 -3.542974 -0.160070 -0.46 -0.25 0.06 0.08
H 3.167911 -0.593008 0.234661 -0.06 -0.02 0.42 0.08
H 3.426209 -1.652559 -1.124149 0.07 0.05 -0.14 0.12
H 0.086681 -1.360889 0.582696 0.05 -0.15 -0.01 0.10
H 1.114706 0.025654 0.855420 0.00 0.17 0.03 0.12
H -0.865189 1.018115 0.450824 0.09 0.14 0.23 0.12
H -0.197407 1.134916 -1.124126 0.05 0.06 -0.10 0.10
H -3.295681 2.912928 -1.363996 0.09 -0.05 -0.20 0.08
H -1.717598 2.563493 -0.719606 0.14 0.05 0.01 0.07
H -3.724665 1.531193 1.106744 0.00 -0.16 0.06 0.11
H -2.565854 2.768395 1.452974 0.16 0.26 -0.04 0.10
H -4.148810 4.402252 0.292442 -0.24 0.32 0.19 0.03
H -5.318360 3.063638 0.172820 -0.15 0.02 -0.21 0.03
H -4.758117 2.057564 -2.459898 0.20 0.27 -0.08 0.06
H -4.523543 -2.098928 -4.580574 0.11 0.15 0.04 0.05
H -6.200334 -1.773043 -5.093676 -0.11 0.29 0.03 0.06
H -5.809702 -3.229406 -4.185791 -0.01 -0.14 0.16 0.06
H -0.810804 -2.700651 -2.148099 0.25 0.18 0.01 0.14
H -0.066296 -3.640855 0.957437 0.08 0.11 -0.13 0.08
H -0.882149 -5.668289 2.010262 0.07 -0.07 0.11 0.09
H 3.270152 1.580989 -1.779629 0.12 0.34 0.00 0.08
H 2.368379 1.334390 -0.242391 0.25 0.24 0.12 0.05
H 1.568300 2.132260 -1.603046 0.19 0.31 -0.17 0.07
C -2.559825 3.782123 6.030175 -0.06 -0.05 -0.06 -0.70
O -1.964653 3.350712 5.065195 0.06 0.02 0.05 0.02
N -2.629760 5.122659 6.313650 0.05 0.06 0.05 0.14
N -3.215097 2.967438 6.916904 0.03 -0.03 0.04 0.15
H -3.116403 5.499145 7.103416 -0.03 -0.02 0.00 0.08
H -2.167875 5.746057 5.679447 -0.02 -0.02 -0.05 0.10
H -3.190882 1.982140 6.733489 -0.01 0.00 -0.04 0.10
H -3.713063 3.303561 7.717790 -0.02 0.03 -0.02 0.08
C 4.177640 4.396895 -3.367556 0.01 -0.10 -0.10 -0.66
O 3.702854 4.097018 -2.281214 -0.02 0.20 0.06 0.01
N 5.521967 4.585865 -3.544055 0.13 0.07 0.10 0.15
N 3.433735 4.562308 -4.492154 -0.06 0.06 -0.06 0.17
H 5.925317 4.826829 -4.429344 -0.09 -0.01 -0.06 0.08
H 6.113153 4.464544 -2.744228 -0.02 -0.04 0.01 0.10
H 2.446296 4.413408 -4.415018 0.01 -0.16 -0.01 0.09
H 3.837517 4.807653 -5.384957 -0.10 0.08 0.15 0.05
C 1.260632 -8.605415 1.585503 0.01 0.20 -0.48 -0.66
O 1.112563 -8.681188 2.799789 0.05 0.05 0.21 -0.01
N 0.256117 -8.271909 0.740982 0.02 -0.15 0.22 0.17
N 2.472828 -8.854890 0.995827 -0.02 -0.12 0.11 0.15
H 0.370669 -8.197379 -0.252022 0.01 0.06 -0.01 0.11
H -0.655038 -8.082142 1.135744 0.06 -0.03 -0.08 -0.01
H 3.235223 -9.097552 1.598523 0.01 0.04 0.02 0.10
H 2.627857 -8.795415 0.008389 -0.04 0.06 -0.01 0.09
C 3.803632 1.690329 2.753320 -0.10 0.14 -0.02 -0.67
O 3.816066 0.631081 2.140982 0.06 -0.01 0.08 0.01
N 4.221239 1.792114 4.052982 0.08 -0.08 0.13 0.15
N 3.373630 2.857325 2.206042 -0.07 0.04 -0.21 0.17
H 4.220096 2.659474 4.558349 0.00 0.07 -0.10 0.07
H 4.542541 0.955138 4.499700 -0.02 -0.03 -0.03 0.09
H 3.059756 2.834413 1.253252 -0.05 -0.03 0.02 0.09
H 3.356464 3.725373 2.714520 0.09 -0.06 0.04 0.06
C -3.785798 2.149291 -4.870871 -0.25 -0.31 -0.57 -0.63
O -3.559757 2.639662 -3.771669 0.05 0.31 0.02 0.03
N -3.277288 2.686599 -6.024030 0.02 0.10 0.18 0.15
N -4.568656 1.051557 -5.028010 0.33 0.28 0.11 0.20
H -3.449080 2.305080 -6.933702 0.01 -0.07 0.02 0.09
H -2.698093 3.498550 -5.935216 0.03 0.00 0.00 0.10
H -4.933314 0.650131 -4.184311 -0.41 -0.12 0.07 0.06
H -4.800475 0.643427 -5.912500 0.02 0.02 -0.01 0.11
C 1.597236 -4.333864 4.005156 -0.21 -0.15 0.15 -0.67
O 2.199066 -4.356089 2.947922 0.08 -0.08 0.00 0.02
N 1.357715 -3.165824 4.681044 0.09 0.07 0.02 0.15
N 1.106436 -5.466239 4.594794 0.10 0.09 -0.03 0.16
H 0.856614 -3.118256 5.546544 -0.05 -0.04 -0.01 0.09
H 1.699775 -2.318543 4.265933 -0.02 -0.01 -0.03 0.10
H 1.259533 -6.335407 4.116932 -0.03 -0.13 -0.11 0.08
H 0.601143 -5.469129 5.459333 -0.04 0.01 0.02 0.09
C -0.382386 4.764426 -1.019145 0.01 0.03 -0.11 -0.68
O -0.336946 4.355854 0.129409 0.02 0.03 0.02 0.03
N -1.556956 5.138799 -1.612836 0.10 0.27 0.10 0.17
N 0.733771 4.868872 -1.799496 0.05 0.00 0.22 0.16
H -1.623145 5.458179 -2.558967 -0.01 -0.10 -0.06 0.09
H -2.393867 5.052104 -1.068352 0.00 -0.06 -0.03 0.08
H 1.612878 4.581675 -1.400887 0.10 -0.03 -0.20 0.07
H 0.723770 5.199777 -2.743732 -0.06 0.01 -0.01 0.08
C 5.140030 6.938737 -7.239938 0.02 0.10 -0.06 -0.66
O 4.649028 5.931696 -6.752752 0.14 -0.04 -0.03 0.01
N 4.373775 7.966934 -7.701407 -0.04 -0.02 0.01 0.16
N 6.488626 7.107804 -7.360758 -0.01 -0.04 0.05 0.16
H 4.751472 8.801581 -8.106231 0.03 0.00 0.00 0.10
H 3.378912 7.867992 -7.625126 0.00 -0.01 0.01 0.11
H 7.077201 6.364220 -7.036124 0.01 -0.02 -0.03 0.10
H 6.910968 7.924633 -7.757853 -0.02 0.02 -0.01 0.10
C 4.848648 6.080342 3.378585 0.01 0.09 -0.10 -0.66
O 4.357998 5.071680 3.860653 -0.02 -0.01 0.15 0.01
N 4.086498 7.138036 2.977873 -0.04 -0.01 0.07 0.16
N 6.194685 6.219022 3.202597 0.03 -0.02 0.08 0.16
H 4.464913 7.972661 2.574206 0.02 -0.02 -0.03 0.09
H 3.092847 7.056814 3.090790 -0.01 -0.03 -0.02 0.11
H 6.774368 5.450155 3.482505 -0.02 -0.03 -0.02 0.11
H 6.620803 7.034078 2.806667 -0.03 0.01 -0.02 0.09
C -0.403636 -9.977135 6.403238 -0.05 0.00 -0.11 -0.69
O 0.089680 -9.371070 7.343437 -0.02 -0.02 0.02 0.00
N -0.113111 -9.703106 5.106586 0.00 0.00 0.37 0.16
N -1.305095 -10.997706 6.598689 0.03 -0.05 0.06 0.13
H -0.512834 -10.192830 4.330165 0.02 0.07 -0.08 0.09
H 0.537454 -8.965410 4.909468 0.01 -0.08 -0.19 0.07
H -1.543559 -11.223320 7.544642 0.00 0.03 0.01 0.09
H -1.730034 -11.509785 5.850456 -0.01 0.04 -0.04 0.08
```
Forces are in eV/Å.

Properties
- net charge = -1
- HOMO level (eV) = -4.51
- calculated total energy (a.u.) = -7373.51130
- maximum force (eV/A) = 1.59